Computed, not measured: an isolated molecule of CH3O4P at a distorted geometry, with ωB97M-V with the def2-TZVPD basis set.

```
9
Properties=species:S:1:pos:R:3
O 0.9534 1.0972 1.5858
C 1.4327 0.4605 0.6965
O 0.9738 -0.5397 -0.0084
P -0.9697 -0.8669 0.2517
O -1.3156 0.6399 -0.2239
O -1.2165 -1.5688 -1.1469
H 2.5513 0.7071 0.4111
H -1.3851 1.2766 0.4803
H -1.0242 -1.2060 -2.0461
```

Properties
LUMO = 0.56 eV
SMILES string = O=COP(O)O
Energy = -18565.64244 eV
Spin multiplicity = 1
Orbital gap = 10.6 eV
HOMO energy = -10.0 eV

Computed, not measured: a cluster of 2 separate species, CH3OS in total at a distorted geometry, with ωB97M-V with the def2-TZVPD basis set.

```
6
Properties=species:S:1:pos:R:3
S -1.6428 -1.0271 0.4265
H -2.2942 -0.3458 1.4208
O 2.4471 1.1042 -0.4157
C 1.2616 1.0514 -0.5816
H 0.5625 1.8953 -0.5259
H 0.7357 0.1207 -0.8435
```

Properties
LUMO = 4.07 eV
Energy = -13968.55908 eV
Spin multiplicity = 1
Orbital gap = 6.7 eV
Net charge = -1
HOMO energy = -2.7 eV

Computed, not measured: a cluster of 2 separate species, CH3PS in total at a distorted geometry, with ωB97M-V with the def2-TZVPD basis set.

```
6
Properties=species:S:1:pos:R:3
C 1.1939 0.1748 0.4953
P -1.5858 0.4850 -0.5433
S 2.4450 0.0540 -0.4502
H 1.2103 0.2710 1.5644
H -1.6111 -0.4843 0.4891
H -1.6522 -0.5006 -1.5553
```

Properties
LUMO (spin up / spin down) = -0.74 / -0.85 eV
Energy = -21205.45853 eV
Spin multiplicity = 1
Orbital gap (spin up / spin down) = 7.6 / 7.4 eV
HOMO energy (spin up / spin down) = -8.3 / -8.2 eV

Computed, not measured: an isolated molecule of CH3PS at a distorted geometry, with ωB97M-V with the def2-TZVPD basis set.

```
6
Properties=species:S:1:pos:R:3
C 0.1738 0.3368 -0.4246
P 0.9835 -1.2300 -0.0776
S 1.8582 0.6324 0.0332
H 0.1455 0.5555 -1.4252
H -0.5744 0.8565 0.2258
H 0.6742 -1.3387 1.1995
```

Properties
LUMO = 0.80 eV
SMILES string = C1PS1
Energy = -21208.68274 eV
Spin multiplicity = 1
Orbital gap = 9.6 eV
HOMO energy = -8.8 eV

Computed, not measured: a structure of composition CH3PS4 at a distorted geometry, with ωB97M-V with the def2-TZVPD basis set.

```
9
Properties=species:S:1:pos:R:3
C 4.0630 0.7171 -0.2371
P 3.5155 -0.3706 -1.5053
S 3.2176 0.2644 1.2409
S 2.5272 -1.3370 0.1509
S -1.0436 -0.5219 -0.2542
S -1.1154 -2.2206 0.8952
H -0.6745 -1.8939 2.0979
H 4.8694 1.3908 -0.1146
H -0.9653 -1.0561 -1.4003
```

Properties
LUMO = -0.13 eV
Energy = -53713.80359 eV
Spin multiplicity = 1
Orbital gap = 8.4 eV
HOMO energy = -8.5 eV

Computed, not measured: an isolated molecule of CH3PSi at a distorted geometry, with ωB97M-V with the def2-TZVPD basis set.

```
6
Properties=species:S:1:pos:R:3
C -0.8657 -0.9322 -0.6481
P -2.0866 -0.6818 0.6006
Si -0.0451 0.3146 0.5703
H -1.0807 -1.7426 -1.2360
H 1.2704 0.1047 1.2297
H -0.2444 1.7188 0.4016
```

Properties
LUMO = -0.18 eV
SMILES string = C1=P[SiH2]1
Energy = -18249.07327 eV
Spin multiplicity = 1
Orbital gap = 8.6 eV
HOMO energy = -8.7 eV

Question: Which formula does entry 1 have?
Answer: CH3O4P